Entry 1:
C4H2ClNOS | the ωB97M-V functional and the def2-TZVPD basis

Each line ends with the natural charge from an NBO analysis.
Atoms and positions in Å:
N 1.056 2.544 -2.138  -0.26
C 0.828 1.816 -1.262  0.24
C 0.516 0.864 -0.223  -0.28
C -0.285 -0.163 -0.496  -0.08
Cl -1.176 -0.274 -1.949  0.10
C -0.482 -1.128 0.626  0.19
O 0.214 -0.818 1.680  -0.65
S -1.515 -2.408 0.626  -0.04
H 0.970 0.888 0.753  0.27
H -0.126 -1.321 2.383  0.51

Results
highest occupied orbital energy = -0.356 hartree
total charge = 0
LUMO energy = -1.488 eV
2S+1 = 1



Entry 2:
C26H20BrN8O4STi | the ωB97M-V functional and the def2-TZVPD basis

Each line ends with the Löwdin spin population.
Atoms and positions in Å:
Ti 0.214 1.515 -0.500  0.94
O 0.279 4.688 1.225  0.00
S 0.262 4.216 -0.142  0.00
O 0.171 5.235 -1.158  0.00
O 1.426 3.272 -0.412  0.03
O -0.869 3.186 -0.303  -0.01
N 4.372 0.107 -0.058  0.00
C 3.378 0.371 -0.914  0.00
N 2.308 0.681 -0.231  0.01
C 2.707 0.596 1.069  0.00
N 3.961 0.251 1.215  0.00
C 1.767 0.943 2.125  0.01
C 2.052 0.959 3.475  0.00
N 1.153 1.342 4.377  0.01
C -0.025 1.739 3.921  0.00
C -0.330 1.738 2.567  0.02
N 0.562 1.315 1.680  0.01
H 5.318 -0.171 -0.251  0.00
H 3.463 0.331 -1.987  0.00
H 3.028 0.659 3.837  0.00
H -0.750 2.073 4.652  0.00
H -1.272 2.090 2.179  0.00
Br 2.126 -5.114 2.504  0.01
C 1.448 -3.734 1.386  0.03
C 1.821 -3.689 0.056  0.00
C 1.335 -2.671 -0.753  0.03
C 0.470 -1.685 -0.256  0.02
C 0.108 -1.772 1.095  0.02
C 0.587 -2.782 1.908  0.00
N 0.037 -0.625 -1.045  0.22
C -0.113 -0.830 -2.360  0.21
C -0.064 0.252 -3.252  0.09
C -0.176 0.133 -4.657  0.06
C -0.017 1.245 -5.438  0.04
C 0.256 2.491 -4.850  0.11
C 0.358 2.557 -3.476  0.01
N 0.209 1.479 -2.695  0.12
H 2.497 -4.433 -0.344  0.00
H 1.658 -2.615 -1.786  0.00
H -0.601 -1.056 1.491  0.00
H 0.272 -2.841 2.942  0.00
H -0.260 -1.833 -2.755  0.01
H -0.388 -0.837 -5.090  0.00
H -0.101 1.166 -6.516  0.00
H 0.374 3.385 -5.444  0.01
H 0.551 3.494 -2.965  0.00
C -2.274 0.958 -0.445  0.01
C -2.710 -0.133 0.344  0.00
C -3.111 0.011 1.703  0.00
C -3.402 -1.067 2.504  0.00
C -3.360 -2.378 2.004  0.00
C -3.068 -2.540 0.640  0.00
C -2.772 -1.464 -0.158  0.00
C -3.651 -3.496 2.837  0.00
N -3.886 -4.401 3.514  0.00
H -2.578 1.948 -0.147  0.00
H -2.232 0.803 -1.520  0.00
H -3.202 1.011 2.111  0.00
H -3.685 -0.913 3.539  0.00
H -3.075 -3.540 0.222  0.00
H -2.558 -1.620 -1.209  0.00

Results
highest occupied orbital energy (alpha / beta) = -0.132 / -0.146 hartree
total charge = -1
LUMO energy (alpha / beta) = 1.769 / 1.656 eV
2S+1 = 3



Entry 3:
C4H13N4O | the ωB97M-V functional and the def2-TZVPD basis

Each line ends with the natural charge from an NBO analysis.
Atoms and positions in Å:
C -1.961 2.266 -0.781  -0.73
C -1.944 1.095 0.173  0.68
O -0.957 0.474 0.547  -0.69
N -3.175 0.806 0.677  -0.80
H -2.025 3.190 -0.204  0.26
H -2.867 2.347 -1.386  0.24
H -3.179 0.059 1.351  0.41
H -3.964 1.319 0.335  0.41
H -1.116 2.238 -1.464  0.22
C 2.836 -1.837 1.121  -0.44
C 1.168 -0.860 -0.420  0.72
N 1.949 0.203 -0.588  -0.75
N 1.539 -1.862 0.427  -0.59
N 0.139 -1.108 -1.201  -0.71
H 2.446 0.500 0.240  0.42
H 1.562 1.024 -1.033  0.42
H 0.792 -2.046 1.088  0.41
H -0.500 -1.857 -0.994  0.43
H -0.243 -0.358 -1.753  0.41
H 2.917 -0.973 1.783  0.19
H 3.711 -1.816 0.472  0.23
H 2.872 -2.806 1.610  0.24

Results
highest occupied orbital energy = -0.503 hartree
total charge = +1
LUMO energy = -2.739 eV
2S+1 = 1



Entry 4:
C4H13N3 | the ωB97M-V functional and the def2-TZVPD basis

Each line ends with the natural charge from an NBO analysis.
Atoms and positions in Å:
N 2.294 -0.779 -1.151  -0.85
C 2.375 0.321 -0.197  -0.22
C 1.210 0.284 0.765  -0.22
N -0.025 0.423 0.036  -0.63
C -1.204 0.344 0.889  -0.23
C -2.479 0.409 0.052  -0.22
N -2.676 -0.635 -0.917  -0.84
H 3.035 -0.665 -1.827  0.36
H 2.399 -1.652 -0.661  0.35
H 2.299 1.282 -0.726  0.19
H 3.370 0.438 0.233  0.17
H 1.298 -0.642 1.360  0.15
H 1.328 1.119 1.462  0.19
H -0.084 -0.343 -0.626  0.36
H -1.259 1.195 1.565  0.19
H -1.249 -0.608 1.446  0.15
H -2.578 1.393 -0.390  0.19
H -3.290 0.357 0.783  0.18
H -2.831 -1.542 -0.501  0.36
H -1.935 -0.703 -1.595  0.36

Results
highest occupied orbital energy = -0.323 hartree
total charge = 0
LUMO energy = 1.102 eV
2S+1 = 1



Entry 5:
H3NP2 | the ωB97M-V functional and the def2-TZVPD basis

Each line ends with the natural charge from an NBO analysis.
Atoms and positions in Å:
H -2.926 0.811 -0.260  -0.07
P -2.064 0.102 0.548  0.56
N -0.643 -0.008 -0.620  -1.03
P 0.613 -0.966 -0.209  0.65
H 0.625 -0.701 1.064  -0.08
H 1.789 -0.349 -0.613  -0.04

Results
highest occupied orbital energy (alpha / beta) = -0.316 / -0.319 hartree
total charge = 0
LUMO energy (alpha / beta) = -1.125 / -1.202 eV
2S+1 = 1



Entry 6:
C4H10O | the ωB97M-V functional and the def2-TZVPD basis

Each line ends with the Löwdin spin population.
Atoms and positions in Å:
O 1.950 0.305 -0.899  0.40
C 2.219 0.946 0.054  0.11
H 2.760 1.907 -0.016  0.05
H 1.842 0.612 1.066  0.06
C -1.539 -1.572 0.686  0.05
C -1.094 -0.154 0.633  0.12
C -1.295 0.536 -0.682  0.05
H -2.337 -1.784 -0.020  0.01
H -1.795 -1.941 1.683  0.01
H -0.753 -2.265 0.362  0.02
H -0.023 -0.078 1.008  0.05
H -1.455 0.503 1.454  0.04
H -1.111 1.610 -0.645  0.00
H -0.727 0.071 -1.492  0.02
H -2.348 0.446 -0.982  0.02

Results
highest occupied orbital energy (alpha / beta) = -0.585 / -0.547 hartree
total charge = +1
LUMO energy (alpha / beta) = -5.563 / -10.495 eV
2S+1 = 2



Short version: energy above the lowest of the compared OMol25 structures with the same formula, charge and spin = 26.9, 6.5, 24.1, 16.0, 25.8, 53.6 kcal/mol, in the order given.